w | {"formula": "C39H46IN9Ru", "method": "ωB97M-V/def2-TZVPD", "species": ["Ru", "C", "C", "C", "C", "C", "C", "C", "H", "H", "H", "H", "H", "H", "H", "H", "C", "C", "C", "C", "C", "C", "C", "N", "C", "C", "C", "C", "C", "C", "C", "N", "C", "C", "C", "C", "H", "H", "H", "H", "H", "H", "H", "H", "H", "H", "H", "H", "H", "H", "H", "H", "H", "H", "H", "H", "H", "H", "H", "H", "C", "C", "N", "C", "C", "N", "C", "N", "N", "N", "C", "C", "C", "C", "C", "C", "H", "H", "H", "H", "H", "H", "H", "H", "H", "H", "H", "I", "C", "C", "N", "N", "C", "H", "H", "H"], "coordinates": [[-0.036, -1.899, 0.685], [-3.653, -2.841, 3.092], [-2.642, -3.193, 2.051], [-1.483, -3.892, 2.394], [-0.633, -4.397, 1.408], [-0.911, -4.168, 0.050], [-2.017, -3.366, -0.300], [-2.863, -2.884, 0.689], [-3.183, -2.548, 4.030], [-4.264, -3.723, 3.310], [-4.333, -2.061, 2.752], [-1.302, -4.135, 3.434], [0.177, -5.058, 1.687], [-0.384, -4.725, -0.713], [-2.272, -3.232, -1.344], [-3.764, -2.350, 0.408], [3.911, 4.315, 0.154], [4.254, 2.985, -0.518], [4.253, 3.187, -2.045], [5.668, 2.558, -0.079], [3.285, 1.875, -0.172], [3.492, 0.580, -0.661], [2.605, -0.425, -0.343], [1.539, -0.211, 0.428], [1.308, 1.012, 0.914], [2.158, 2.068, 0.627], [0.096, 1.111, 1.726], [-0.275, 2.242, 2.434], [-1.453, 2.273, 3.181], [-2.208, 1.094, 3.190], [-1.785, 0.004, 2.465], [-0.662, 0.004, 1.734], [-1.933, 3.485, 3.943], [-1.031, 4.706, 3.752], [-3.346, 3.853, 3.451], [-1.971, 3.139, 5.445], [4.657, 5.055, -0.127], [3.928, 4.236, 1.243], [2.941, 4.699, -0.169], [4.953, 3.981, -2.301], [3.265, 3.479, -2.405], [4.567, 2.285, -2.572], [6.367, 3.370, -0.272], [6.017, 1.685, -0.631], [5.699, 2.330, 0.987], [4.341, 0.341, -1.284], [2.738, -1.431, -0.720], [1.944, 3.053, 1.016], [0.367, 3.109, 2.401], [-3.127, 1.022, 3.753], [-2.372, -0.899, 2.459], [-0.979, 5.011, 2.705], [-0.024, 4.532, 4.135], [-1.451, 5.537, 4.314], [-3.334, 4.073, 2.382], [-3.684, 4.746, 3.975], [-4.073, 3.064, 3.641], [-0.976, 2.866, 5.800], [-2.660, 2.323, 5.664], [-2.301, 4.014, 6.002], [-0.567, 0.499, -1.960], [-0.015, -0.808, -2.409], [0.266, -1.831, -1.610], [0.806, -2.830, -2.395], [0.846, -2.399, -3.676], [0.328, -1.122, -3.674], [0.169, -0.305, -4.872], [-0.744, -0.910, -5.782], [-0.332, -1.269, -7.029], [-1.299, -1.769, -7.663], [-2.432, -1.765, -6.877], [-3.740, -2.176, -7.121], [-4.641, -2.078, -6.081], [-4.265, -1.565, -4.831], [-2.975, -1.147, -4.571], [-2.068, -1.227, -5.625], [-0.917, 0.384, -0.934], [-1.400, 0.837, -2.576], [0.204, 1.272, -1.983], [1.134, -3.774, -1.997], [1.193, -2.880, -4.576], [1.119, -0.224, -5.399], [-0.163, 0.692, -4.583], [-4.034, -2.523, -8.102], [-5.664, -2.394, -6.228], [-5.010, -1.501, -4.049], [-2.687, -0.803, -3.584], [3.811, -1.942, 5.704], [3.072, -2.436, 3.823], [3.723, -3.129, 2.819], [2.875, -3.198, 1.778], [1.710, -2.595, 2.053], [1.816, -2.125, 3.293], [4.710, -3.561, 2.798], [3.026, -3.665, 0.899], [1.003, -1.597, 3.767]], "s_squared": 0.88, "total_charge": 3, "spin_multiplicity": 2, "homo_ev": [-14.95, -14.95], "homo_lumo_gap_ev": [3.65, 4.27], "e_lumo_ev": [-11.3, -10.7]}


x | {"formula": "C39H46IN9Ru", "method": "ωB97M-V/def2-TZVPD", "species": ["Ru", "C", "C", "C", "C", "C", "C", "C", "H", "H", "H", "H", "H", "H", "H", "H", "C", "C", "C", "C", "C", "C", "C", "N", "C", "C", "C", "C", "C", "C", "C", "N", "C", "C", "C", "C", "H", "H", "H", "H", "H", "H", "H", "H", "H", "H", "H", "H", "H", "H", "H", "H", "H", "H", "H", "H", "H", "H", "H", "H", "C", "C", "N", "C", "C", "N", "C", "N", "N", "N", "C", "C", "C", "C", "C", "C", "H", "H", "H", "H", "H", "H", "H", "H", "H", "H", "H", "I", "C", "C", "N", "N", "C", "H", "H", "H"], "coordinates": [[1.898, -1.412, 0.236], [1.101, -6.319, 0.611], [1.817, -5.038, 0.904], [1.524, -4.292, 2.046], [2.242, -3.146, 2.363], [3.316, -2.727, 1.558], [3.583, -3.451, 0.374], [2.824, -4.568, 0.047], [0.082, -6.308, 0.995], [1.625, -7.143, 1.102], [1.083, -6.538, -0.456], [0.730, -4.620, 2.706], [2.019, -2.630, 3.288], [4.030, -1.993, 1.910], [4.439, -3.184, -0.233], [3.063, -5.130, -0.848], [0.351, 4.716, 3.344], [1.170, 3.610, 4.009], [2.558, 4.162, 4.380], [0.442, 3.137, 5.280], [1.361, 2.415, 3.097], [2.079, 1.292, 3.534], [2.241, 0.202, 2.714], [1.730, 0.163, 1.465], [1.053, 1.242, 1.007], [0.858, 2.358, 1.799], [0.588, 1.107, -0.381], [-0.045, 2.098, -1.104], [-0.401, 1.885, -2.438], [-0.112, 0.620, -2.965], [0.507, -0.332, -2.192], [0.868, -0.092, -0.922], [-1.044, 2.953, -3.302], [-1.248, 4.261, -2.538], [-0.114, 3.209, -4.502], [-2.405, 2.443, -3.801], [0.239, 5.542, 4.043], [-0.654, 4.379, 3.080], [0.843, 5.114, 2.454], [2.434, 5.019, 5.041], [3.102, 4.497, 3.495], [3.169, 3.428, 4.908], [0.301, 3.988, 5.945], [1.010, 2.385, 5.828], [-0.542, 2.727, 5.045], [2.513, 1.260, 4.523], [2.791, -0.664, 3.042], [0.301, 3.193, 1.402], [-0.255, 3.049, -0.641], [-0.371, 0.372, -3.985], [0.727, -1.319, -2.580], [-0.304, 4.680, -2.180], [-1.933, 4.140, -1.697], [-1.689, 4.997, -3.209], [0.873, 3.546, -4.180], [-0.548, 3.989, -5.127], [0.009, 2.321, -5.125], [-3.086, 2.248, -2.973], [-2.304, 1.528, -4.388], [-2.844, 3.202, -4.448], [-1.215, -1.204, 2.077], [-1.074, -2.104, 0.903], [0.045, -2.385, 0.240], [-0.286, -3.290, -0.762], [-1.614, -3.526, -0.706], [-2.097, -2.775, 0.342], [-3.512, -2.515, 0.627], [-3.986, -1.477, -0.232], [-3.422, -0.251, -0.098], [-3.826, 0.505, -1.043], [-4.682, -0.215, -1.851], [-5.392, 0.170, -2.997], [-6.167, -0.789, -3.597], [-6.250, -2.103, -3.082], [-5.569, -2.494, -1.953], [-4.780, -1.511, -1.349], [-0.238, -0.859, 2.399], [-1.666, -1.738, 2.915], [-1.850, -0.355, 1.816], [0.442, -3.697, -1.443], [-2.250, -4.145, -1.316], [-3.589, -2.210, 1.668], [-4.097, -3.418, 0.476], [-5.339, 1.182, -3.374], [-6.740, -0.540, -4.479], [-6.886, -2.819, -3.586], [-5.669, -3.496, -1.557], [6.347, -0.012, -3.695], [5.142, 0.046, -2.034], [5.163, 0.969, -1.001], [4.204, 0.629, -0.131], [3.559, -0.488, -0.524], [4.129, -0.843, -1.687], [5.802, 1.821, -0.833], [3.974, 1.080, 0.741], [3.792, -1.713, -2.230]], "s_squared": 0.76, "total_charge": 3, "spin_multiplicity": 2, "homo_ev": [-15.27, -15.27], "homo_lumo_gap_ev": [5.76, 4.68], "e_lumo_ev": [-9.5, -10.6]}


Verdict on stability: w comes out at the bottom.


w | {"formula": "C4H6N4O2", "method": "ωB97M-V/def2-TZVPD", "species": ["C", "C", "C", "C", "N", "N", "N", "N", "O", "O", "H", "H", "H", "H", "H", "H"], "coordinates": [[-1.424, 1.005, 0.806], [-0.310, 0.337, 1.293], [1.898, 0.687, -0.186], [-1.286, -0.978, -0.456], [3.100, 0.425, -0.235], [1.093, -0.496, -0.502], [-2.038, 0.262, -0.180], [-0.059, -0.796, 0.361], [-3.033, 0.479, -0.852], [1.267, 1.789, 0.014], [-1.710, 1.935, 1.150], [-1.882, -1.770, 0.074], [-1.358, -1.314, -1.523], [3.792, 1.158, -0.130], [1.705, -1.211, -0.574], [0.245, -1.512, 0.940]], "total_charge": 0, "homo_ev": [-8.81, -8.29], "homo_lumo_gap_ev": [7.42, 6.30], "e_lumo_ev": [-1.4, -2.0]}


x | {"formula": "C4H6N4O2", "method": "ωB97M-V/def2-TZVPD", "species": ["O", "C", "N", "C", "N", "C", "O", "N", "C", "N", "H", "H", "H", "H", "H", "H"], "coordinates": [[0.663, -1.342, -2.696], [0.594, -0.704, -1.651], [1.190, -1.140, -0.474], [0.994, -0.146, 0.623], [-0.017, -0.523, 1.583], [-1.085, 0.397, 1.546], [-2.168, 0.403, 2.128], [-0.678, 1.436, 0.729], [0.396, 1.035, -0.156], [0.083, 0.564, -1.499], [1.382, -2.155, -0.410], [1.957, 0.194, 0.922], [-0.154, -1.401, 2.016], [-1.573, 1.753, 0.128], [0.986, 1.943, -0.254], [0.015, 1.319, -2.399]], "total_charge": 0, "smiles": "O=C1N[C@H]2NC(=O)N[C@H]2N1", "homo_ev": -10.04, "homo_lumo_gap_ev": 10.48, "e_lumo_ev": 0.4}


Verdict on stability: w comes out at the bottom.


w | {"formula": "H80O40", "method": "ωB97M-V/def2-TZVPD", "species": ["H", "H", "O", "H", "H", "O", "H", "H", "O", "H", "H", "O", "H", "H", "O", "H", "O", "H", "O", "H", "H", "O", "H", "H", "O", "H", "H", "O", "H", "H", "O", "H", "O", "H", "H", "O", "H", "H", "O", "H", "H", "O", "H", "H", "O", "H", "H", "O", "H", "H", "O", "H", "O", "H", "H", "O", "H", "O", "H", "H", "O", "H", "H", "O", "H", "H", "O", "H", "H", "O", "H", "H", "O", "H", "H", "O", "H", "H", "O", "H", "H", "O", "H", "H", "O", "H", "H", "O", "H", "O", "H", "H", "O", "H", "H", "H", "H", "H", "H", "O", "H", "H", "O", "H", "H", "O", "H", "H", "O", "H", "H", "O", "H", "H", "O", "H", "H", "O", "H", "H"], "coordinates": [[-1.585, -2.824, -2.996], [-2.859, -2.032, -2.645], [-2.242, -2.722, -2.267], [1.069, -5.670, -3.831], [1.405, -4.390, -4.532], [0.682, -5.040, -4.458], [2.792, -3.378, 4.758], [2.492, -4.976, 4.840], [2.340, -4.150, 4.374], [-3.240, -0.155, -2.717], [-3.854, -0.473, -4.164], [-3.056, -0.455, -3.630], [2.473, 2.613, -5.044], [2.448, 3.102, -3.614], [3.040, 2.685, -4.266], [1.406, -0.664, 2.588], [1.909, 0.117, 2.322], [-0.697, 0.045, 1.925], [-0.648, 0.927, 2.319], [-0.754, 0.137, -6.981], [-1.675, 0.800, -5.948], [-1.662, 0.411, -6.826], [0.677, -3.446, 2.912], [0.872, -2.308, 3.743], [1.073, -2.564, 2.827], [-1.463, 1.603, 0.818], [-0.404, 1.699, -0.392], [-1.296, 1.441, -0.122], [-2.673, 0.358, -0.495], [-3.138, -0.977, -0.394], [-3.458, -0.151, -0.791], [-0.847, 4.139, -2.611], [-1.625, 3.614, -2.743], [1.764, -1.711, -6.351], [0.563, -1.001, -5.919], [1.442, -0.799, -6.273], [-2.384, -1.687, 5.666], [-0.852, -1.721, 6.120], [-1.480, -1.854, 5.404], [-2.034, 4.531, 3.234], [-1.049, 4.008, 4.407], [-1.225, 4.063, 3.469], [1.533, 1.685, 4.489], [0.200, 2.205, 3.989], [0.848, 2.333, 4.699], [-0.966, 5.084, -3.807], [0.437, 5.060, -3.633], [-0.253, 5.743, -3.557], [-4.092, 4.212, -1.575], [-3.297, 5.590, -1.084], [-4.096, 5.071, -1.166], [3.778, 1.569, 0.845], [4.579, 1.623, 1.380], [-0.598, -3.360, -4.942], [-0.041, -2.185, -4.119], [-0.782, -2.445, -4.675], [1.962, -4.550, -0.211], [1.192, -4.751, 0.346], [-0.099, 5.689, -1.331], [-0.278, 5.226, -0.018], [-0.265, 6.090, -0.459], [2.043, -1.267, 5.714], [3.602, -0.898, 5.479], [2.943, -1.598, 5.495], [4.636, -2.363, 3.439], [3.200, -1.669, 3.704], [3.956, -1.778, 3.120], [1.026, 3.391, 1.698], [1.908, 2.163, 2.277], [1.546, 2.605, 1.503], [1.633, 2.513, -1.346], [1.028, 1.607, -2.398], [1.033, 2.552, -2.110], [3.576, -3.111, -5.325], [2.903, -2.165, -4.244], [2.846, -3.022, -4.700], [-1.497, 0.548, -3.431], [-0.124, 0.549, -4.185], [-0.567, 0.802, -3.370], [2.157, 5.773, -1.988], [3.575, 5.381, -1.760], [2.882, 5.300, -2.424], [0.736, -2.443, -0.504], [0.663, -1.344, 0.608], [1.221, -2.023, 0.212], [-3.386, 3.073, 4.585], [-2.953, 1.628, 4.703], [-2.815, 2.493, 5.094], [3.583, -0.514, -2.807], [4.238, -1.244, -2.918], [-5.480, 2.829, 1.342], [-4.487, 1.613, 1.077], [-4.738, 2.508, 0.827], [5.205, 1.141, 0.829], [2.859, 0.310, 2.337], [1.633, -4.638, 1.204], [0.274, 1.114, 2.083], [-1.593, 2.751, -3.147], [4.419, -1.520, -2.010], [-1.638, -2.242, 1.118], [-2.255, -2.749, 0.551], [-0.752, -2.551, 0.873], [-2.891, -3.325, 3.228], [-2.654, -2.450, 3.582], [-3.262, -3.179, 2.335], [2.231, 0.110, -3.691], [2.440, 1.081, -3.797], [2.757, -0.048, -4.500], [-4.931, -0.397, 1.758], [-4.464, -0.402, 0.896], [-5.785, -0.420, 1.287], [-5.218, -3.148, 1.961], [-5.289, -3.124, 2.910], [-5.848, -3.069, 1.246], [3.768, -5.354, 2.171], [3.527, -4.833, 2.946], [3.290, -6.183, 2.122], [0.571, -0.276, 5.894], [0.126, -0.014, 5.079], [0.579, 0.486, 6.487]], "s_squared": 0.76, "total_charge": 1, "spin_multiplicity": 2, "homo_ev": [-12.08, -12.08], "homo_lumo_gap_ev": [8.82, 1.82], "e_lumo_ev": [-3.3, -10.3]}


x | {"formula": "H80O40", "method": "ωB97M-V/def2-TZVPD", "species": ["H", "H", "O", "H", "H", "O", "H", "H", "O", "H", "H", "O", "H", "H", "O", "H", "O", "H", "O", "H", "H", "O", "H", "H", "O", "H", "H", "O", "H", "H", "O", "H", "O", "H", "H", "O", "H", "H", "O", "H", "H", "O", "H", "H", "O", "H", "H", "O", "H", "H", "O", "H", "O", "H", "H", "O", "H", "O", "H", "H", "O", "H", "H", "O", "H", "H", "O", "H", "H", "O", "H", "H", "O", "H", "H", "O", "H", "H", "O", "H", "H", "O", "H", "H", "O", "H", "H", "O", "H", "O", "H", "H", "O", "H", "H", "H", "H", "H", "H", "O", "H", "H", "O", "H", "H", "O", "H", "H", "O", "H", "H", "O", "H", "H", "O", "H", "H", "O", "H", "H"], "coordinates": [[3.787, 4.194, 3.199], [4.409, 3.530, 2.047], [3.653, 4.113, 2.236], [0.106, 2.124, -5.381], [0.349, 2.335, -3.944], [0.785, 2.453, -4.784], [-2.900, -0.964, 1.527], [-3.638, 0.080, 0.894], [-2.823, -0.005, 1.402], [3.077, 1.357, -4.681], [2.498, 2.526, -3.960], [3.319, 1.997, -4.006], [-5.164, -0.271, -4.218], [-3.806, -0.696, -4.108], [-4.626, -1.016, -4.518], [-0.516, -1.017, 5.761], [0.080, -1.565, 5.165], [3.449, -1.929, 5.036], [3.558, -2.772, 4.535], [5.511, 1.833, -1.660], [4.089, 2.286, -2.079], [4.720, 2.281, -1.340], [-0.415, -3.589, -4.085], [0.761, -2.838, -3.586], [0.118, -3.490, -3.280], [2.432, 0.034, -1.042], [2.514, 0.216, -2.450], [2.320, -0.518, -1.838], [-3.648, 4.505, -0.635], [-4.074, 5.570, -1.512], [-3.243, 5.255, -1.125], [0.661, 4.057, -1.560], [0.217, 3.177, -1.615], [-0.872, -1.978, 2.144], [-0.832, -1.335, 0.717], [-0.882, -2.165, 1.199], [2.316, 5.761, -1.056], [2.579, 4.549, -0.314], [1.809, 5.037, -0.676], [0.245, 2.867, 0.253], [0.151, 3.100, 1.621], [0.111, 2.315, 1.061], [1.299, 1.082, 3.876], [1.949, 1.646, 5.099], [1.864, 0.799, 4.614], [-5.378, 1.568, -1.937], [-3.959, 1.809, -1.617], [-4.613, 2.090, -2.249], [5.381, 2.879, 0.786], [5.002, 1.418, 1.316], [5.571, 2.158, 1.392], [-2.530, 0.000, -5.901], [-1.665, 0.408, -6.037], [1.883, -3.356, 5.249], [0.399, -3.723, 4.842], [1.264, -4.128, 5.072], [3.200, -2.667, -3.350], [2.789, -2.615, -4.227], [-2.087, 1.196, -4.216], [-3.129, 2.161, -3.670], [-2.419, 2.081, -4.340], [2.760, -4.309, -0.495], [3.662, -3.859, 0.886], [2.986, -3.751, 0.221], [-0.862, -2.913, -2.073], [-1.196, -3.412, -0.525], [-1.360, -2.781, -1.224], [-2.551, -3.225, 4.042], [-1.417, -2.487, 4.791], [-2.122, -2.366, 4.134], [1.476, 0.898, 1.204], [2.111, 1.478, -0.055], [2.319, 1.104, 0.799], [-3.957, 1.952, 1.818], [-5.366, 1.991, 2.336], [-4.837, 1.609, 1.633], [1.513, -6.242, 2.797], [1.335, -4.972, 1.999], [1.968, -5.706, 2.142], [-2.867, 2.148, 4.757], [-2.992, 1.998, 3.344], [-3.205, 2.657, 4.029], [2.972, -0.141, 2.053], [3.928, 0.461, 3.044], [3.821, -0.311, 2.476], [-3.542, -3.280, -4.418], [-2.210, -3.880, -3.598], [-2.852, -3.922, -4.252], [-3.197, -1.274, -1.862], [-3.237, -1.917, -2.534], [-4.601, -3.189, -1.278], [-4.483, -2.848, 0.202], [-4.980, -3.404, -0.399], [-1.615, 1.356, -6.178], [0.555, -1.029, 4.523], [3.323, -3.272, -4.697], [3.839, -2.286, 3.746], [-0.722, 3.401, -1.706], [-2.496, -2.471, -2.144], [-3.457, -4.430, 1.387], [-2.723, -4.287, 0.787], [-4.295, -4.575, 0.885], [-2.380, 0.530, -1.448], [-1.699, 0.044, -1.863], [-2.064, 0.704, -0.547], [-1.099, 1.399, 6.269], [-0.173, 1.308, 5.961], [-1.391, 0.650, 5.714], [0.968, 4.778, 2.015], [1.772, 4.832, 2.558], [1.302, 5.118, 1.180], [-0.061, -1.006, -4.445], [-0.779, -0.730, -5.062], [0.862, -0.824, -4.646], [5.427, -3.880, -2.324], [4.505, -4.166, -2.219], [5.327, -3.178, -1.626], [0.632, 3.449, 4.850], [-0.284, 3.118, 5.048], [0.703, 3.132, 3.943]], "s_squared": 0.76, "total_charge": 1, "spin_multiplicity": 2, "homo_ev": [-12.63, -12.63], "homo_lumo_gap_ev": [9.01, 2.06], "e_lumo_ev": [-3.6, -10.6]}


Verdict on stability: x comes out at the bottom.